Entry 1:
This record from OMol25 describes C24H27N3O3 in the gas phase. The level of theory is ωB97M-V with the def2-TZVPD basis set.

Energy: -1320.7754 a.u.
LUMO: 0.381 eV
HOMO: -8.17 eV
Kohn-Sham gap: 8.553 eV

Element x y z (Å)
O1 -6.55986 -2.85741 -0.11090
O2 2.47352 -1.47849 -0.78747
O3 1.23002 2.20407 2.37823
N1 -3.49700 -1.73157 1.13990
N2 2.46878 0.20253 0.70603
N3 -4.54753 -2.48501 0.84453
C1 3.77612 0.51559 -1.28753
C2 -3.36304 -0.54539 0.63810
C3 5.10938 0.74362 -0.56247
C4 0.18440 0.25708 1.57560
C5 -4.31821 -0.01142 -0.30377
C6 -1.17147 2.21727 1.95505
C7 5.91861 -0.54730 -0.48991
C8 -2.18436 0.21005 1.08703
C9 -5.60862 -2.11172 0.04442
C10 -6.42275 -0.34245 -1.47457
C11 4.02752 -0.07244 -2.67903
C12 -5.11790 1.62812 -1.87648
C13 0.07094 1.59762 1.97888
C14 -2.28769 1.52737 1.51460
C15 -0.93905 -0.41315 1.13660
C16 -4.15603 1.19832 -0.99142
C17 -6.26233 0.86695 -2.11014
C18 2.84473 -0.37108 -0.45990
C19 1.16659 3.51820 2.87744
C20 1.53128 -0.41848 1.61619
C21 -5.45318 -0.79579 -0.57831
C22 4.88301 -1.33519 -2.62036
C23 6.19708 -1.07127 -1.89442
C24 -4.57698 -3.78947 1.46780
H1 -7.01104 1.22143 -2.80249
H2 2.18436 3.77152 3.17129
H3 -5.51906 -3.91700 2.00158
H4 4.32589 -2.11055 -2.09529
H5 -4.50711 -4.56704 0.70581
H6 5.35534 -1.29665 0.06996
H7 0.51240 3.58494 3.75184
H8 -3.24983 2.01772 1.53222
H9 5.07967 -1.68598 -3.63572
H10 6.78305 -1.99086 -1.84030
H11 2.70474 1.16108 0.90566
H12 -7.28192 -0.97095 -1.65306
H13 -1.28678 3.23853 2.28232
H14 4.93545 1.13010 0.44453
H15 -0.85610 -1.44065 0.81942
H16 -4.98321 2.56298 -2.40097
H17 -3.26132 1.78118 -0.83477
H18 0.82607 4.22379 2.11270
H19 1.93912 -0.36401 2.63175
H20 5.68187 1.49465 -1.11375
H21 1.43839 -1.46224 1.31093
H22 3.06941 -0.30693 -3.14601
H23 6.85738 -0.36365 0.03805
H24 3.26842 1.48260 -1.40233
H25 -3.73478 -3.85307 2.15100
H26 6.78316 -0.33209 -2.44773
H27 4.53046 0.68199 -3.29035

natural (NBO) atomic charge list, values in e, 6 entries: atom 1 (O): -0.62, atom 2 (O): -0.64, atom 3 (O): -0.52, atom 4 (N): -0.22, atom 5 (N): -0.62, atom 6 (N): -0.22

Entry 2:
This record from OMol25 describes C24H27N3O4S in the gas phase. The level of theory is ωB97M-V with the def2-TZVPD basis set.

Energy: -1794.2278 a.u.
LUMO: 0.613 eV
HOMO: -7.88 eV
Kohn-Sham gap: 8.490 eV

Element x y z (Å)
S1 0.45948 -0.69139 -3.34500
O1 -3.21827 2.78773 2.83154
O2 0.56922 3.38745 -0.57516
O3 -4.36744 0.27017 2.01094
O4 2.12529 0.57765 0.17059
N1 3.55661 -0.99539 -0.53875
N2 -1.15257 -0.11616 -1.41251
N3 0.54770 1.44131 -1.75322
C1 2.92897 0.77489 -2.09579
C2 2.93350 -3.68767 -0.97338
C3 -1.61850 2.54542 1.03822
C4 3.46089 -2.84058 -2.09889
C5 2.38206 -3.98871 1.34680
C6 -6.12113 1.97591 2.04991
C7 2.87190 -3.18529 0.32394
C8 2.00229 -5.77392 -0.20082
C9 2.82037 0.12453 -0.72258
C10 -2.66186 4.04386 3.17496
C11 1.94995 -5.27575 1.09088
C12 -5.28652 0.97122 2.83512
C13 -3.46434 4.58944 4.34599
C14 -0.04811 0.27017 -2.09880
C15 -1.68217 0.58864 -0.36020
C16 -2.78632 0.14109 0.35040
C17 2.49196 -4.98207 -1.22143
C18 -3.31726 0.87240 1.40707
C19 1.81978 1.80396 -2.35530
C20 -1.09693 1.80862 -0.02424
C21 -2.70444 2.10201 1.76884
C22 0.06072 2.30400 -0.75919
C23 4.31815 -1.70525 -1.53942
C24 3.34132 -1.78996 0.65152
H1 3.89409 1.27841 -2.17689
H2 5.20110 -2.12451 -1.04346
H3 2.87147 0.00078 -2.85940
H4 -6.88269 2.40079 2.69773
H5 2.07887 2.76897 -1.91589
H6 4.65994 -1.03471 -2.32580
H7 1.57015 -5.88818 1.89509
H8 -3.25941 -0.79579 0.10155
H9 -1.56408 -0.99815 -1.68887
H10 4.27655 -1.84467 1.22682
H11 -1.11983 3.47143 1.27148
H12 2.53660 -5.36607 -2.23053
H13 -2.72248 4.72922 2.31913
H14 4.04241 -3.45169 -2.79139
H15 2.61533 -2.42215 -2.65488
H16 -6.60549 1.48464 1.20907
H17 -5.92812 0.17746 3.22861
H18 -3.06984 5.55701 4.64167
H19 -3.40291 3.90781 5.19010
H20 1.66368 -6.77771 -0.41023
H21 2.34010 -3.59246 2.35139
H22 2.59775 -1.27142 1.26285
H23 -5.49454 2.77928 1.67204
H24 1.68387 1.91714 -3.43490
H25 -1.60819 3.92371 3.45780
H26 -4.77450 1.46164 3.66574
H27 -4.50826 4.70097 4.06471

natural (NBO) atomic charge list, values in e, 6 entries: atom 1 (S): -0.26, atom 2 (O): -0.52, atom 3 (O): -0.59, atom 4 (O): -0.51, atom 5 (O): -0.65, atom 6 (N): -0.43

Entry 3:
This record from OMol25 describes a molecular structure, C24H27N3OReS3. The level of theory is ωB97M-V with the def2-TZVPD basis set.

Charge: +3
Energy: -2442.0900 a.u.
LUMO: -11.194 eV
HOMO: -16.10 eV
Kohn-Sham gap: 4.911 eV

Element x y z (Å)
Re1 -0.90739 0.57987 0.87159
S1 -2.93682 -0.61501 -0.13735
S2 -1.74001 2.47332 -0.45028
S3 -2.68588 1.22457 2.57051
O1 0.11185 1.97195 1.62705
N1 1.73704 -0.32155 -2.36159
N2 0.19236 -0.14833 -0.82100
N3 7.01474 0.78503 -6.45581
C1 1.61009 -1.83058 2.99245
C2 2.21864 -2.88337 3.62308
C3 1.53785 -4.09240 3.79095
C4 -0.39868 -3.21327 2.67826
C5 -3.40426 2.77069 1.85744
C6 -0.25789 -0.90726 1.82619
C7 3.92838 -0.38100 -5.34269
C8 1.14909 -1.56068 -2.23834
C9 -4.05934 0.02250 2.39132
C10 6.10549 0.63962 -5.76973
C11 1.14128 0.50441 -1.49905
C12 3.85716 0.80679 -2.82154
C13 -2.52873 3.48408 0.84242
C14 0.19663 -1.45279 -1.27870
C15 0.99370 2.14939 2.71197
C16 -3.07611 1.80804 -1.49268
C17 0.27467 -1.97169 2.49373
C18 -3.87474 -1.07555 1.34843
C19 2.85182 -0.60825 -4.50599
C20 0.23167 -4.24817 3.31740
C21 -3.94191 0.75356 -0.83126
C22 4.93115 1.04197 -3.66051
C23 4.97416 0.43683 -4.91497
C24 2.82914 -0.02288 -3.24649
H1 3.95601 -0.82913 -6.32579
H2 -3.31467 -1.91704 1.75384
H3 -3.54198 3.42995 2.71582
H4 -4.60065 0.28993 -1.56705
H5 -4.84712 -1.44485 1.01976
H6 -4.55844 1.16744 -0.03897
H7 -4.39194 2.54121 1.46708
H8 -1.41328 -3.32921 2.31883
H9 2.02352 -1.21704 -4.84556
H10 -3.68294 2.64038 -1.84967
H11 1.38325 1.54944 -1.39215
H12 -0.46978 -2.20313 -0.89205
H13 -3.10903 4.26040 0.34195
H14 3.22569 -2.77259 4.00232
H15 -1.67937 3.96104 1.32944
H16 3.83803 1.25011 -1.83342
H17 -2.54599 1.39744 -2.35435
H18 1.45850 -2.41695 -2.81163
H19 -0.28623 -5.18677 3.46159
H20 0.56721 2.86691 3.41790
H21 2.02928 -4.91576 4.29303
H22 1.21248 1.21181 3.22669
H23 -4.96415 0.60110 2.21757
H24 5.74016 1.68265 -3.33948
H25 -4.14893 -0.44454 3.37218
H26 1.92088 2.59648 2.34307
H27 2.12433 -0.88915 2.85423

natural (NBO) atomic charge list, values in e, 6 entries: atom 1 (Re): 0.76, atom 2 (S): 0.46, atom 3 (S): 0.39, atom 4 (S): 0.49, atom 5 (O): -0.55, atom 6 (N): -0.30

F_max
In order: 1.11 0.89 2.93
Unit: eV/A
Energy above the lowest of the compared OMol25 structures with the same formula, charge and spin
In order: 21.56 3.81 14.31
Unit: kcal per mole